Formula: C4H9N3
Source: the OMol25 dataset
Level of theory: ωB97M-V/def2-TZVPD

```
! RIJCOSX wB97M-V def2-TZVPD def2/J DEFGRID3
* xyz 2 1
C 2.54 0.15 -0.23
C -1.95 1.83 0.52
C -1.56 0.55 0.24
C -1.30 -1.83 -0.34
N 1.44 -0.24 -0.23
N 3.75 0.53 -0.04
N -1.01 -0.41 -0.19
H -2.43 2.41 -0.24
H -1.71 2.29 1.53
H -2.68 0.78 0.79
H -2.27 -2.21 -0.80
H -0.48 -2.34 -0.84
H -1.34 -2.24 0.68
H 4.33 -0.11 0.35
H 4.14 1.17 -0.65
H 0.54 -0.33 -0.54
*
```

The value obtained for the frontier orbital gap is 11.5 eV. Its relative energy (zero: lowest compared OMol25 entry of this formula, charge and spin) is 366.36 kJ/mol. Its LUMO energy is -8.56 eV.

---

Formula: C4H9N3
Source: the OMol25 dataset
Level of theory: ωB97M-V/def2-TZVPD

```
! RIJCOSX wB97M-V def2-TZVPD def2/J DEFGRID3
* xyz 2 1
C 1.90 1.04 0.39
C 2.64 -1.15 -0.27
C -0.33 1.24 -0.29
C -2.05 -0.45 0.08
N 0.85 1.77 -0.06
N 2.12 -0.18 0.23
N -0.76 0.08 0.29
H 2.70 1.71 0.84
H 2.78 -2.14 0.06
H 3.04 -1.03 -1.32
H -0.99 2.14 -0.19
H -0.54 1.11 -1.37
H -1.91 -1.56 -0.35
H -2.54 -0.64 1.10
H -2.59 0.22 -0.69
H -0.07 -0.37 0.84
*
```

The value obtained for the frontier orbital gap (spin up / spin down) is 7.9 / 8.2 eV. Its relative energy (zero: lowest compared OMol25 entry of this formula, charge and spin) is 548.81 kJ/mol. Its LUMO energy (spin up / spin down) is -12.11 / -12.11 eV.

---

Formula: C4H9N3O
Source: the OMol25 dataset
Level of theory: ωB97M-V/def2-TZVPD

```
! RIJCOSX wB97M-V def2-TZVPD def2/J DEFGRID3
* xyz 0 1
H 2.67 -0.24 -0.64
N 2.13 -1.18 -0.79
C 1.02 -1.29 -0.37
N 0.10 -0.49 0.40
C 0.82 0.54 1.07
C 0.90 1.83 0.11
O 0.27 1.69 -0.98
N -1.26 -0.64 0.59
C -2.15 -0.09 -0.59
H 0.54 -2.48 -0.55
H 0.40 0.98 1.96
H 1.76 -0.21 1.24
H 1.48 2.73 0.42
H -1.29 -1.76 0.93
H -3.10 0.30 -0.26
H -1.82 0.87 -0.93
H -2.47 -0.57 -1.60
*
```

The value obtained for the frontier orbital gap is 9.4 eV. The SMILES is [H]/N=C\N(CC=O)NC. Its relative energy (zero: lowest compared OMol25 entry of this formula, charge and spin) is 612.41 kJ/mol. Its LUMO energy is 0.49 eV.

---

Formula: C4H9N3O
Source: the OMol25 dataset
Level of theory: ωB97M-V/def2-TZVPD

```
! RIJCOSX wB97M-V def2-TZVPD def2/J DEFGRID3
* xyz 0 1
C -1.31 0.39 -1.33
N 1.98 0.04 0.23
C 1.32 0.81 -0.56
C -0.23 -0.68 1.01
N -0.04 -0.07 2.19
C -0.51 -1.90 0.60
O -0.37 0.51 -0.27
N 1.55 1.80 -1.31
H 2.95 -0.09 -0.03
H 0.51 0.77 2.18
H -0.81 -0.10 2.85
H 0.72 2.27 -1.64
H -2.25 0.01 -0.93
H -1.53 1.38 -1.73
H -0.93 -0.30 -2.09
H -0.69 -2.12 -0.44
H -0.37 -2.71 1.29
*
```

The value obtained for the frontier orbital gap is 8.5 eV. Its relative energy (zero: lowest compared OMol25 entry of this formula, charge and spin) is 483.28 kJ/mol. Its LUMO energy is 0.72 eV.

---

Formula: C4H9N3O
Source: the OMol25 dataset
Level of theory: ωB97M-V/def2-TZVPD

```
! RIJCOSX wB97M-V def2-TZVPD def2/J DEFGRID3
* xyz 0 1
N 1.42 -1.45 -0.36
C 1.47 -0.36 0.60
C 0.87 0.58 -0.41
C -0.19 1.61 0.20
N -0.59 0.54 -0.53
N -1.44 -0.42 0.10
C -2.80 -0.08 -0.11
O -3.66 -0.83 0.05
H 2.22 -1.19 -1.12
H 2.04 -2.33 0.02
H 2.47 0.04 1.15
H 0.59 -0.72 1.31
H 1.42 0.76 -1.41
H -0.20 2.56 -0.40
H 0.08 1.61 1.35
H -0.87 -1.28 0.04
H -2.83 0.96 -0.48
*
```

The value obtained for the frontier orbital gap is 9.2 eV. The SMILES is NC[C@@H]1CN1NC=O. Its relative energy (zero: lowest compared OMol25 entry of this formula, charge and spin) is 554.84 kJ/mol. Its LUMO energy is 0.74 eV.

---

Formula: C4H9N3O
Source: the OMol25 dataset
Level of theory: ωB97M-V/def2-TZVPD

```
! RIJCOSX wB97M-V def2-TZVPD def2/J DEFGRID3
* xyz 0 1
C 0.72 -1.76 -0.60
C 0.25 -0.69 0.35
N 1.13 -0.28 1.30
O -1.03 -0.79 0.76
H 0.70 0.14 2.11
H 1.94 0.24 0.99
H 1.74 -1.58 -0.92
H 0.05 -1.81 -1.46
H 0.67 -2.72 -0.09
C -1.68 0.49 0.19
C 0.02 0.91 -0.89
N -2.20 1.35 0.96
N 0.81 1.84 -0.57
H -1.85 1.40 1.91
H 1.17 2.37 -1.37
H -2.18 0.19 -0.73
H -0.27 0.70 -1.93
*
```

The value obtained for the frontier orbital gap is 8.0 eV. Its relative energy (zero: lowest compared OMol25 entry of this formula, charge and spin) is 449.64 kJ/mol. Its LUMO energy is -0.07 eV.

---

Formula: C4H9N3O
Source: the OMol25 dataset
Level of theory: ωB97M-V/def2-TZVPD

```
! RIJCOSX wB97M-V def2-TZVPD def2/J DEFGRID3
* xyz 2 3
C -0.78 0.28 0.80
C 1.06 0.81 -0.60
C -0.85 -1.13 0.26
C -0.05 -1.49 -0.94
N 0.16 1.14 0.37
N -1.64 0.61 1.72
N 1.94 1.64 -1.00
O 0.84 -2.39 -0.82
H -0.57 -1.80 1.08
H -1.90 -1.33 0.02
H -0.36 -1.12 -1.92
H 0.18 2.06 0.82
H -2.35 -0.04 2.05
H -1.66 1.53 2.16
H 2.59 1.37 -1.74
H 2.07 2.59 -0.64
H 1.30 -2.73 -1.61
*
```

As for the expectation value of S²: 2.009. The value obtained for the frontier orbital gap (spin up / spin down) is 5.0 / 8.0 eV. Its LUMO energy (spin up / spin down) is -9.57 / -12.09 eV.

---

Formula: C4H9N3S
Source: the OMol25 dataset
Level of theory: ωB97M-V/def2-TZVPD

```
! RIJCOSX wB97M-V def2-TZVPD def2/J DEFGRID3
* xyz 0 1
N -0.20 2.59 -1.22
C -0.36 1.70 -0.05
C 0.27 0.37 -0.27
N 0.98 0.07 -1.29
S 1.50 -1.59 -1.20
C 1.05 -1.77 0.56
C -0.03 -0.70 0.80
N -1.36 -1.20 0.58
H 0.77 2.62 -1.41
H -0.68 2.25 -2.04
H 0.03 2.18 0.87
H -1.42 1.50 0.14
H 0.72 -2.81 0.68
H 1.94 -1.60 1.18
H -0.01 -0.26 1.80
H -1.50 -1.48 -0.37
H -1.69 -1.88 1.24
*
```

The value obtained for the frontier orbital gap is 9.4 eV. The SMILES is NCC1=NSC[C@@H]1N. Its relative energy (zero: lowest compared OMol25 entry of this formula, charge and spin) is 69.84 kJ/mol. Its LUMO energy is 0.82 eV.

---

Formula: C4H9N3S
Source: the OMol25 dataset
Level of theory: ωB97M-V/def2-TZVPD

```
! RIJCOSX wB97M-V def2-TZVPD def2/J DEFGRID3
* xyz 0 1
C 1.73 -0.73 -1.07
C 0.74 -0.72 -0.11
C 0.86 -0.59 1.43
N -0.63 -0.81 -0.43
C -1.63 -0.15 0.04
S -3.23 -0.74 -0.13
N -1.41 1.21 0.31
N -0.34 1.84 -0.43
H 1.57 -0.76 -2.13
H 2.78 -0.54 -0.62
H 1.83 -0.09 1.84
H 0.19 0.30 1.73
H 0.63 -1.54 1.99
H -0.96 -1.60 -1.21
H -2.15 1.97 0.43
H -0.48 1.62 -1.49
H 0.50 1.33 -0.15
*
```

The value obtained for the frontier orbital gap is 8.2 eV. The SMILES is C=C(C)NC(=S)NN. Its relative energy (zero: lowest compared OMol25 entry of this formula, charge and spin) is 305.99 kJ/mol. Its LUMO energy is 0.08 eV.

---

Formula: C4H9N3S
Source: the OMol25 dataset
Level of theory: ωB97M-V/def2-TZVPD

```
! RIJCOSX wB97M-V def2-TZVPD def2/J DEFGRID3
* xyz 0 1
H 1.00 3.01 0.09
N 0.21 2.43 0.04
C 0.38 1.20 -0.13
N 1.56 0.58 -0.55
N 1.48 -0.83 -0.34
C -0.01 -1.06 -0.70
C -0.73 0.09 -0.01
C -0.75 -0.39 1.45
S -2.30 0.51 -0.68
H 2.59 1.04 -0.36
H 2.06 -1.17 -1.13
H -0.14 -0.76 -1.74
H -0.41 -1.99 -0.47
H 0.33 -0.62 1.72
H -1.44 0.23 2.08
H -1.26 -1.41 1.36
H -2.57 -0.87 -0.61
*
```

The value obtained for the frontier orbital gap is 9.3 eV. The SMILES is [H]/N=C1\NNC[C@]1(C)S. Its relative energy (zero: lowest compared OMol25 entry of this formula, charge and spin) is 248.60 kJ/mol. Its LUMO energy is 0.82 eV.

---

Formula: C4H9N4
Source: the OMol25 dataset
Level of theory: ωB97M-V/def2-TZVPD

```
! RIJCOSX wB97M-V def2-TZVPD def2/J DEFGRID3
* xyz 1 1
C 0.67 -1.44 -2.43
C -0.25 -2.17 -1.71
C -0.71 0.93 1.22
C 0.46 0.61 0.34
N 1.00 -0.35 -1.74
N -0.46 -1.46 -0.58
N 0.33 -0.37 -0.63
N 1.31 1.60 0.02
H 1.10 -1.64 -3.39
H -0.75 -3.09 -1.91
H -1.31 1.71 0.75
H -0.38 1.30 2.18
H -1.35 0.07 1.41
H 1.27 -0.75 1.71
H 2.00 1.45 -0.70
H -1.02 -1.71 0.23
H 1.40 2.39 0.63
*
```

The value obtained for the frontier orbital gap (spin up / spin down) is 6.7 / 8.2 eV. Its relative energy (zero: lowest compared OMol25 entry of this formula, charge and spin) is 444.59 kJ/mol. Its LUMO energy (spin up / spin down) is -4.97 / -5.01 eV.

---

Formula: C4H9N4
Source: the OMol25 dataset
Level of theory: ωB97M-V/def2-TZVPD

```
! RIJCOSX wB97M-V def2-TZVPD def2/J DEFGRID3
* xyz 1 1
C -2.56 1.64 -0.13
C -1.94 0.46 -0.12
C 0.00 0.30 -0.08
C 1.92 -1.29 -0.16
N -1.83 -1.80 0.13
N -2.47 -0.75 -0.03
N 0.50 1.49 0.38
N 0.54 -0.89 -0.27
H -3.63 1.67 -0.37
H -2.02 2.55 -0.25
H 2.30 -1.90 -1.02
H 2.06 -2.00 0.71
H 2.65 -0.52 0.05
H -2.32 -2.64 0.39
H -0.01 2.36 0.38
H 1.51 1.54 0.35
H -0.28 -1.54 -0.14
*
```

The value obtained for the frontier orbital gap is 8.3 eV. Its relative energy (zero: lowest compared OMol25 entry of this formula, charge and spin) is 394.59 kJ/mol. Its LUMO energy is -5.06 eV.

---

Formula: C4H9N4
Source: the OMol25 dataset
Level of theory: ωB97M-V/def2-TZVPD

```
! RIJCOSX wB97M-V def2-TZVPD def2/J DEFGRID3
* xyz 1 1
C -3.21 -0.38 0.48
C -1.98 -0.25 1.09
C 2.64 0.75 -0.92
C 1.07 0.01 0.77
N -3.05 -0.60 -0.82
N -1.74 -0.53 -1.04
N -1.09 -0.33 0.09
N 2.05 -0.17 -0.03
H -4.14 -0.22 0.98
H -1.58 0.25 1.97
H 3.40 1.33 -0.39
H 2.98 0.21 -1.77
H 1.94 1.62 -1.05
H 0.80 -0.75 1.49
H 0.63 0.87 1.05
H -1.20 -0.62 -1.91
H 2.47 -1.18 0.01
*
```

The value obtained for the frontier orbital gap is 10.3 eV. Its relative energy (zero: lowest compared OMol25 entry of this formula, charge and spin) is 281.85 kJ/mol. Its LUMO energy is -3.90 eV.

---

Formula: C4H9N4O
Source: the OMol25 dataset
Level of theory: ωB97M-V/def2-TZVPD

```
! RIJCOSX wB97M-V def2-TZVPD def2/J DEFGRID3
* xyz 1 1
C -0.53 -1.69 -2.47
N 0.16 -0.82 -1.54
N -0.36 0.43 -1.47
C -0.25 1.54 -0.70
N 0.68 1.77 0.26
C 0.96 1.30 1.39
C 0.18 0.13 2.05
N 0.28 0.13 3.42
O -0.48 -0.66 1.37
H -0.39 -1.38 -3.42
H 0.04 -2.60 -2.31
H -1.54 -1.77 -2.44
H 0.29 -1.06 -0.57
H -0.84 0.53 -2.38
H -0.70 2.39 -0.93
H 1.90 1.75 1.93
H 1.06 0.35 3.96
H -0.48 -0.34 3.84
*
```

The value obtained for the frontier orbital gap (spin up / spin down) is 8.5 / 8.5 eV. The SMILES is CN/[NH+]=C\N=C/C(N)=O. Its relative energy (zero: lowest compared OMol25 entry of this formula, charge and spin) is 304.58 kJ/mol. Its LUMO energy (spin up / spin down) is -4.76 / -4.76 eV.

---

Formula: C4H9N5
Source: the OMol25 dataset
Level of theory: ωB97M-V/def2-TZVPD

```
! RIJCOSX wB97M-V def2-TZVPD def2/J DEFGRID3
* xyz 0 1
C -0.04 -1.13 -0.57
C -0.17 0.19 -0.17
C 0.86 0.88 0.85
C -0.37 1.09 -1.25
H 0.60 -1.31 1.67
H 1.42 -2.65 -0.22
H -0.25 -1.59 -1.63
H 1.61 1.56 0.53
H -0.82 -0.94 2.22
H 0.70 -0.56 3.76
H -1.89 -0.25 -2.05
H -1.91 1.41 -2.72
H -0.35 2.51 -2.17
N 0.42 -2.03 0.35
N 1.19 0.37 2.10
N 0.16 -0.38 2.83
N -1.22 0.57 -2.30
N 0.05 2.27 -1.21
*
```

The value obtained for the frontier orbital gap is 8.5 eV. Its relative energy (zero: lowest compared OMol25 entry of this formula, charge and spin) is 858.82 kJ/mol. Its LUMO energy is 0.44 eV.

---

Formula: C4H9N7
Source: the OMol25 dataset
Level of theory: ωB97M-V/def2-TZVPD

```
! RIJCOSX wB97M-V def2-TZVPD def2/J DEFGRID3
* xyz 0 3
C 0.51 0.70 -0.13
C -0.45 0.67 1.06
C 1.72 -0.12 0.30
C -0.01 0.42 -1.58
N -0.47 1.87 1.72
N -1.03 -0.41 1.42
N 0.14 2.76 1.04
N -1.75 -0.62 2.53
N 0.81 2.14 0.06
N -3.72 -1.73 1.67
N -2.89 -1.23 2.51
H 1.46 -1.27 0.30
H 1.93 0.20 1.41
H 2.45 0.02 -0.57
H -0.72 -0.51 -1.57
H 0.87 0.42 -2.25
H -0.72 1.38 -1.79
H 1.23 2.67 -0.73
H -3.53 -1.44 0.62
H -3.20 -1.53 3.41
*
```

As for the expectation value of S²: 2.052. The value obtained for the frontier orbital gap (spin up / spin down) is 6.2 / 7.1 eV. Its relative energy (zero: lowest compared OMol25 entry of this formula, charge and spin) is 139.02 kJ/mol. Its LUMO energy (spin up / spin down) is 0.22 / -1.67 eV.

---

Formula: C4H9N9
Source: the OMol25 dataset
Level of theory: ωB97M-V/def2-TZVPD

```
! RIJCOSX wB97M-V def2-TZVPD def2/J DEFGRID3
* xyz 2 1
N -1.25 -1.24 -2.82
C -0.39 -1.23 -2.07
N 0.51 -1.19 -1.07
C 1.81 -1.40 -1.39
N 2.90 -1.53 -1.69
N 0.26 -0.48 0.12
N 0.40 0.90 0.11
C -0.47 1.73 -0.45
N -0.15 3.00 -0.44
N -1.70 1.35 -0.76
C 0.23 -1.24 1.31
N 0.09 -2.55 1.29
N 0.10 -0.45 2.37
H 1.40 1.06 0.25
H -0.83 3.53 -0.83
H 0.73 3.33 -0.20
H -2.32 2.08 -0.77
H -1.85 0.55 -1.30
H 0.39 -2.95 0.43
H 0.16 -3.02 2.14
H 0.28 -0.69 3.34
H -0.31 0.43 2.43
*
```

The value obtained for the frontier orbital gap is 10.9 eV. The SMILES is N#CN(C#N)N([NH+]=C(N)N)C(N)=[NH2+]. Its relative energy (zero: lowest compared OMol25 entry of this formula, charge and spin) is 0.00 kJ/mol. Its LUMO energy is -7.67 eV.

---

Formula: C4H9NO
Source: the OMol25 dataset
Level of theory: ωB97M-V/def2-TZVPD

```
! RIJCOSX wB97M-V def2-TZVPD def2/J DEFGRID3
* xyz -1 2
C -1.63 0.63 -0.55
C -0.18 1.60 -2.31
N -0.51 0.63 -1.43
H -1.78 -0.40 -0.15
H -2.59 0.88 -1.03
H -1.55 1.28 0.34
H -0.67 1.58 -3.30
H 0.52 2.40 -2.03
C 1.45 -1.53 2.45
C 1.19 -1.31 1.15
O 1.26 -0.16 0.48
H 1.42 -2.55 2.79
H 1.76 -0.79 3.18
H 0.82 -2.17 0.59
H 0.48 -0.08 -0.19
*
```

As for the expectation value of S²: 0.754. The value obtained for the frontier orbital gap (spin up / spin down) is 5.4 / 6.2 eV. Its relative energy (zero: lowest compared OMol25 entry of this formula, charge and spin) is 154.38 kJ/mol. Its LUMO energy (spin up / spin down) is 4.16 / 4.13 eV.

---

Formula: C4H9NO
Source: the OMol25 dataset
Level of theory: ωB97M-V/def2-TZVPD

```
! RIJCOSX wB97M-V def2-TZVPD def2/J DEFGRID3
* xyz -1 2
N 0.29 -1.56 -0.99
C 0.30 -0.71 0.20
C -0.32 0.62 -0.03
C -1.07 0.93 -1.28
C -0.09 1.65 1.02
O 1.12 -0.96 1.14
H 1.27 -1.62 -1.27
H -0.02 -2.49 -0.76
H -0.97 -0.76 0.63
H -0.50 0.69 -2.18
H -1.31 2.00 -1.29
H -2.04 0.38 -1.33
H 0.83 2.23 0.91
H -0.91 2.38 1.03
H -0.06 1.13 1.99
*
```

As for the expectation value of S²: 0.757. The value obtained for the frontier orbital gap (spin up / spin down) is 4.8 / 7.3 eV. Its relative energy (zero: lowest compared OMol25 entry of this formula, charge and spin) is 91.92 kJ/mol. Its LUMO energy (spin up / spin down) is 4.47 / 4.33 eV.

---

Formula: C4H9NO
Source: the OMol25 dataset
Level of theory: ωB97M-V/def2-TZVPD

```
! RIJCOSX wB97M-V def2-TZVPD def2/J DEFGRID3
* xyz 0 1
C 2.22 0.82 0.55
C 1.44 -0.10 -0.39
N 0.00 0.07 -0.26
C -0.63 -0.96 0.10
O -1.96 -1.07 0.18
C -2.73 0.05 -0.25
H 1.54 1.26 1.29
H 3.00 0.28 1.10
H 2.70 1.63 0.01
H 1.71 -1.16 -0.22
H 1.69 0.12 -1.43
H -0.17 -1.91 0.40
H -3.72 -0.34 -0.50
H -2.28 0.53 -1.12
H -2.81 0.79 0.55
*
```

The value obtained for the frontier orbital gap is 10.8 eV. The SMILES is CC/N=C/OC. Its relative energy (zero: lowest compared OMol25 entry of this formula, charge and spin) is 152.45 kJ/mol. Its LUMO energy is 1.13 eV.

---

Electronic energy, respectively: -321.2609 -321.1914 -397.1174 -397.1666 -397.1393 -397.1794 -396.5149 -720.2468 -720.1568 -720.1787 -376.4377 -376.4567 -376.4996 -451.7398 -431.2802 -540.8156 -649.8937 -287.6864 -287.7102 -287.7744 Eh.